(1)
{"formula": "C26H26F3N7PReS2Te", "method": "wB97M-V/def2-TZVPD", "symbols": ["Re", "C", "N", "C", "C", "N", "C", "P", "C", "N", "C", "C", "N", "C", "C", "N", "C", "C", "N", "C", "H", "H", "H", "H", "H", "H", "H", "H", "H", "H", "H", "H", "H", "H", "H", "F", "C", "F", "F", "C", "C", "C", "C", "N", "C", "S", "H", "H", "H", "C", "Te", "C", "C", "C", "C", "C", "C", "C", "H", "H", "H", "H", "H", "H", "H", "H", "S"], "positions_angstrom": [[-0.19, -0.14, -0.22], [-3.32, -4.54, 1.30], [-3.02, -3.18, 0.88], [-3.93, -2.22, 0.58], [-3.23, -1.10, 0.24], [-1.89, -1.38, 0.31], [-1.79, -2.64, 0.71], [-0.23, -3.42, 1.21], [0.40, -2.01, 2.18], [0.49, -0.76, 1.75], [1.10, -0.04, 2.75], [1.36, -0.87, 3.79], [0.92, -2.12, 3.42], [1.02, -3.32, 4.23], [0.75, -3.07, -0.28], [1.07, -1.84, -0.67], [1.85, -1.99, -1.79], [2.01, -3.31, -2.06], [1.31, -3.99, -1.09], [1.17, -5.44, -1.00], [-4.40, -4.65, 1.36], [-2.93, -5.26, 0.58], [-2.90, -4.74, 2.29], [-4.99, -2.40, 0.63], [-3.61, -0.14, -0.05], [1.31, 1.02, 2.63], [1.82, -0.69, 4.75], [1.55, -3.08, 5.15], [0.03, -3.70, 4.48], [1.58, -4.09, 3.70], [2.24, -1.14, -2.33], [2.55, -3.82, -2.84], [1.86, -5.89, -1.71], [1.42, -5.78, 0.00], [0.16, -5.74, -1.25], [-2.84, 0.35, -4.93], [-3.76, 0.42, -3.96], [-4.83, 1.04, -4.47], [-4.13, -0.85, -3.67], [-3.24, 1.12, -2.74], [-3.88, 2.23, -2.23], [-3.40, 2.85, -1.08], [-2.30, 2.31, -0.45], [-1.68, 1.23, -0.94], [-2.09, 0.64, -2.10], [-0.99, -0.60, -2.54], [-4.76, 2.61, -2.73], [-3.88, 3.73, -0.67], [-1.89, 2.73, 0.46], [1.04, 3.02, -2.21], [1.56, 1.69, -0.63], [3.40, 1.57, -1.72], [3.52, 2.93, -2.36], [4.75, 3.49, -2.67], [4.82, 4.74, -3.26], [3.65, 5.45, -3.52], [2.42, 4.90, -3.19], [2.35, 3.64, -2.62], [0.31, 3.75, -1.85], [0.58, 2.40, -3.00], [3.30, 0.78, -2.47], [4.21, 1.33, -1.04], [5.66, 2.94, -2.46], [5.78, 5.17, -3.50], [3.70, 6.43, -3.96], [1.51, 5.46, -3.37], [2.08, 3.05, 1.09]], "mulliken_spin": [0.91, 0.00, 0.00, 0.00, 0.02, -0.01, 0.01, 0.00, 0.01, 0.01, 0.03, -0.01, 0.01, 0.00, 0.04, -0.02, 0.00, -0.01, 0.01, 0.00, 0.00, 0.00, 0.00, 0.00, 0.00, -0.01, 0.00, 0.00, 0.00, 0.00, 0.00, 0.00, 0.00, 0.00, 0.00, 0.00, 0.00, 0.00, 0.00, 0.00, 0.00, 0.00, -0.02, 0.03, 0.02, -0.01, 0.00, 0.00, -0.01, 0.00, 0.00, -0.01, 0.00, 0.00, 0.00, 0.00, 0.00, 0.00, 0.00, 0.00, 0.00, 0.00, 0.00, 0.00, 0.00, 0.00, 0.00], "e_tot_ha": -3173.1541, "homo_lumo_gap_ev": [7.140, 6.336], "s2": 0.7547, "homo_energy_ev": [-9.599, -9.329], "relative_energy_kj_mol": 127.91, "fmax_ev_per_a": 0.79, "charge": 1, "multiplicity": 2, "lumo_ev": [-2.46, -2.99]}

***

(2)
{"formula": "C2H9NS2", "method": "wB97M-V/def2-TZVPD", "symbols": ["S", "S", "H", "H", "C", "C", "N", "H", "H", "H", "H", "H", "H", "H"], "positions_angstrom": [[-1.50, -0.31, -0.68], [-2.54, -2.11, -0.58], [-1.33, -0.24, -2.01], [-3.20, -1.67, 0.51], [3.94, 1.43, 1.08], [2.45, 1.78, 1.33], [1.53, 1.50, 0.22], [4.24, 0.40, 1.23], [4.51, 2.07, 1.76], [4.14, 1.70, 0.05], [2.41, 2.86, 1.46], [2.06, 1.24, 2.18], [1.51, 0.50, 0.04], [1.80, 1.95, -0.64]], "lowdin_charge": [0.21, 0.21, -0.20, -0.20, -0.11, -0.33, -0.03, 0.06, 0.06, 0.06, 0.10, 0.10, 0.04, 0.05], "e_tot_ha": -932.6965, "homo_lumo_gap_ev": 9.042, "homo_energy_ev": -8.581, "relative_energy_kj_mol": 72.27, "fmax_ev_per_a": 1.03, "smiles": "CCN.SS", "multiplicity": 1, "lumo_ev": 0.46}